(1)
DFT (the ωB97M-V functional and the def2-TZVPD basis) results for one molecule with the formula C3H7N3O2 at a distorted geometry.

Geometry as XYZ:
```
15
C3H7N3O2 | the OMol25 dataset | the ωB97M-V functional and the def2-TZVPD basis
C -2.079 -0.253 -0.960
C 1.087 -0.233 0.397
C 1.894 0.495 1.489
H -2.527 -1.490 -2.492
H -3.478 -0.095 -2.428
H -2.581 0.535 -0.403
H -0.726 0.489 1.025
H 1.699 0.059 2.496
H 2.928 0.404 1.138
H 1.786 2.363 0.867
N -2.976 -0.809 -1.903
N -0.907 -0.623 -0.704
N -0.267 -0.037 0.326
O 1.689 -0.896 -0.430
O 1.627 1.892 1.706
```

Summary:
Spin multiplicity = 1
HOMO-LUMO gap = 9.5 eV
Net charge = 0
Total energy = -433.2215 Eh
F_max = 1.8 eV/Å
SMILES string = N/C=N/NC(=O)CO

Here are the natural (NBO) charges for atoms 1 to 8, given in e: 0.241 0.614 -0.158 0.385 0.381 0.129 0.380 0.200

(2)
DFT (the ωB97M-V functional and the def2-TZVPD basis) results for C3H7N3O2 as an isolated structure at a distorted geometry.

Geometry as XYZ:
```
15
C3H7N3O2 | the OMol25 dataset | the ωB97M-V functional and the def2-TZVPD basis
C -1.018 0.283 -0.138
C -0.020 -0.766 0.499
C 2.387 0.233 -0.397
H -2.017 -1.626 0.513
H -3.000 -0.751 -1.017
H -1.862 1.900 -0.562
H 0.384 -1.183 -0.499
H -0.737 -1.518 1.183
H 1.137 1.643 0.337
H 2.890 0.978 -0.998
N -2.136 -0.585 -0.062
N -0.904 1.511 -0.251
N 1.717 0.929 0.699
O 0.840 -0.092 1.341
O 2.339 -0.958 -0.650
```

Summary:
Spin multiplicity = 1
HOMO-LUMO gap = 9.9 eV
Net charge = 0
Total energy = -433.0505 Eh
F_max = 7.0 eV/Å

Here are the natural (NBO) charges for atoms 1 to 8, given in e: 0.411 -0.119 0.516 0.407 0.385 0.356 0.234 0.193

(3)
DFT (the ωB97M-V functional and the def2-TZVPD basis) results for C3H7N3O2 as an isolated structure at a distorted geometry.

Geometry as XYZ:
```
15
C3H7N3O2 | the OMol25 dataset | the ωB97M-V functional and the def2-TZVPD basis
C -1.781 0.567 0.212
N -0.751 -0.435 -0.826
C 1.378 -0.123 0.365
C 0.103 0.544 -0.303
N -0.858 -1.706 -0.450
N 2.398 0.728 0.269
O 1.463 -1.261 0.801
O 0.274 1.674 -0.801
H -1.186 -2.316 -1.198
H -0.190 -2.013 0.262
H 3.326 0.482 0.565
H 2.156 1.657 -0.068
H -2.053 -0.061 1.061
H -1.667 1.577 0.598
H -2.610 0.686 -0.488
```

Summary:
Spin multiplicity = 1
HOMO-LUMO gap = 9.6 eV
Net charge = 0
Total energy = -433.1517 Eh
F_max = 3.9 eV/Å

Here are the natural (NBO) charges for atoms 1 to 8, given in e: -0.536 -0.187 0.593 0.516 -0.646 -0.789 -0.635 -0.649

(4)
DFT (the ωB97M-V functional and the def2-TZVPD basis) results for one molecule with the formula C3H7N3O2 at a distorted geometry.

Geometry as XYZ:
```
15
C3H7N3O2 | the OMol25 dataset | the ωB97M-V functional and the def2-TZVPD basis
C 1.301 0.229 1.316
C -0.555 0.953 -1.390
C -0.250 -0.899 -0.172
N -1.622 1.645 -0.903
N -0.025 -2.184 0.206
O -0.943 -0.682 -1.259
N 0.264 0.185 0.314
O 0.187 1.263 -2.264
H -1.583 2.638 -1.067
H -1.936 1.366 0.017
H 0.701 -2.380 0.873
H -0.272 -2.909 -0.446
H 2.220 -0.269 0.988
H 1.535 1.271 1.526
H 0.978 -0.228 2.260
```

Summary:
Spin multiplicity = 1
HOMO-LUMO gap = 9.9 eV
Net charge = 0
Total energy = -433.2534 Eh
F_max = 1.5 eV/Å
SMILES string = C/N=C(\N)OC(N)=O

Here are the natural (NBO) charges for atoms 1 to 8, given in e: -0.429 0.931 0.729 -0.849 -0.827 -0.567 -0.602 -0.577

(5)
DFT (the ωB97M-V functional and the def2-TZVPD basis) results for a 4-piece molecular cluster, C3H7N3O2 overall at a distorted geometry.

Geometry as XYZ:
```
15
C3H7N3O2 | the OMol25 dataset | the ωB97M-V functional and the def2-TZVPD basis
C 1.216 -1.427 2.014
C -0.359 0.976 0.232
C -1.121 1.629 -1.963
H -0.031 -2.524 2.334
H 1.592 -0.343 3.224
H 2.385 -2.209 1.470
H -0.460 1.984 0.511
H 0.457 -0.575 -1.441
H -1.032 -1.254 -1.318
H -1.003 1.303 -2.951
N 0.229 0.416 1.281
N -0.736 0.653 -1.104
N -0.546 -0.569 -1.787
O 0.818 -0.826 0.988
O -1.411 2.764 -1.490
```

Summary:
Spin multiplicity = 1
HOMO-LUMO gap = 9.0 eV
Net charge = 0
Total energy = -432.8832 Eh
F_max = 7.3 eV/Å

Here are the natural (NBO) charges for atoms 1 to 8, given in e: -0.184 0.210 0.521 0.089 0.195 0.196 0.242 0.370

(6)
DFT (the ωB97M-V functional and the def2-TZVPD basis) results for one molecule with the formula C3H7N3O2S at a distorted geometry.

Geometry as XYZ:
```
16
C3H7N3O2S | the OMol25 dataset | the ωB97M-V functional and the def2-TZVPD basis
C 0.759 1.238 0.065
C -0.036 -0.098 0.310
C -1.990 -1.289 -0.475
N 1.924 1.099 -0.333
N 0.897 -1.164 -0.042
N 0.080 2.397 0.032
O 3.174 -0.480 1.070
O -1.246 -0.061 -0.431
S 2.554 -0.473 -0.236
H -0.076 -0.155 1.393
H -2.915 -1.052 -1.213
H -2.335 -1.538 0.590
H -1.280 -2.079 -0.915
H 0.896 -1.874 0.561
H -0.861 2.428 0.191
H 0.455 3.102 -0.567
```

Summary:
Spin multiplicity = 1
HOMO-LUMO gap = 10.3 eV
Net charge = 0
Total energy = -831.3820 Eh
F_max = 6.0 eV/Å

Here are the natural (NBO) charges for atoms 1 to 8, given in e: 0.465 0.161 -0.273 -0.725 -0.846 -0.771 -0.946 -0.547

(7)
DFT (the ωB97M-V functional and the def2-TZVPD basis) results for one molecule with the formula C3H7N3O4 at a distorted geometry.

Geometry as XYZ:
```
17
C3H7N3O4 | the OMol25 dataset | the ωB97M-V functional and the def2-TZVPD basis
C -1.066 -0.516 0.761
C 0.323 -1.183 0.662
C -1.627 -0.188 -0.616
H -1.094 0.414 2.625
H -0.439 1.307 1.374
H -1.706 -1.293 1.189
H 0.125 -1.967 -0.091
H 0.605 -1.549 1.665
H 3.081 -0.179 -0.515
H -2.537 1.193 0.255
N -1.197 0.635 1.642
N 1.341 -0.319 0.149
N 1.154 0.975 -0.134
O 2.536 -0.886 -0.113
O 2.192 1.485 -0.554
O -2.480 0.838 -0.648
O -1.361 -0.893 -1.554
```

Summary:
Spin multiplicity = 1
HOMO-LUMO gap = 10.3 eV
Net charge = 0
Total energy = -583.6390 Eh
F_max = 2.2 eV/Å
SMILES string = N[C@H](CN(O)N=O)C(=O)O

Here are the natural (NBO) charges for atoms 1 to 8, given in e: -0.174 -0.256 0.779 0.378 0.387 0.234 0.256 0.215

(8)
DFT (the ωB97M-V functional and the def2-TZVPD basis) results for a 2-piece molecular cluster, C3H7N3OS overall at a distorted geometry.

Geometry as XYZ:
```
15
C3H7N3OS | the OMol25 dataset | the ωB97M-V functional and the def2-TZVPD basis
C -0.207 -0.528 0.015
C 0.396 1.432 1.369
C 1.139 1.329 0.144
H -1.894 -2.844 0.212
H -2.699 -2.027 -1.387
H 0.032 2.568 1.465
H 0.890 0.853 2.249
H 0.453 1.879 -0.584
H 2.117 1.480 0.178
H 0.900 -0.809 -2.073
N -2.105 -1.945 -0.358
N -0.726 -1.495 -0.722
N 1.067 -0.061 -0.130
O 1.817 -0.484 -1.162
S -1.179 0.654 0.785
```

Summary:
Spin multiplicity = 1
HOMO-LUMO gap = 9.0 eV
Net charge = 0
Total energy = -755.9822 Eh
F_max = 5.7 eV/Å

Here are the natural (NBO) charges for atoms 1 to 8, given in e: 0.199 -0.520 -0.263 0.381 0.382 0.244 0.245 0.182

Energy relative to the best compared isomer or geometry (same formula, charge and spin)? In order: 63.56; 170.86; 107.34; 43.55; 275.85; 5.20; 61.84; 158.22 kcal per mole.